This record from the Open Molecules 2025 dataset describes 3 unconnected molecules or ions with the total composition C6H18O2 at a distorted geometry. The level of theory is ωB97M-V/def2-TZVPD.

Last column: natural (NBO) charge in e.
Cartesian coordinates (Å):
C -1.912 -2.205 -0.262  -0.60
C -0.879 -1.115 -0.527  -0.41
C 0.167 -1.013 0.558  -0.39
C 1.595 -0.562 0.109  -0.20
C 2.517 -0.260 1.319  -0.61
C 2.201 -1.617 -0.822  -0.64
H -2.651 -2.233 -1.072  0.21
H -1.550 -3.226 -0.159  0.21
H -2.547 -1.998 0.611  0.20
H -1.337 -0.150 -0.759  0.20
H -0.416 -1.435 -1.467  0.19
H 0.248 -2.001 1.033  0.19
H -0.100 -0.292 1.331  0.20
H 1.398 0.375 -0.420  0.18
H 3.019 -1.157 1.681  0.21
H 1.988 0.048 2.222  0.21
H 3.188 0.480 0.885  0.21
H 2.112 -1.241 -1.867  0.21
H 3.264 -1.798 -0.714  0.22
H 1.530 -2.453 -1.019  0.22
O -2.720 4.426 1.177  -0.96
H -1.790 4.282 1.283  0.48
H -2.943 5.263 0.733  0.49
O -1.468 3.566 -1.589  -0.94
H -0.975 2.758 -1.517  0.46
H -1.940 3.554 -0.748  0.47

Cartesian forces, eV/Å:
-1.6284 0.5358 0.0692
0.2011 -0.7973 -0.7098
1.1360 0.0912 0.5048
-1.2122 -0.8186 0.8516
-0.6464 -0.4774 -0.7569
-0.7570 1.3576 -2.3895
0.2227 -0.0175 -0.1110
0.5252 0.1309 0.0309
0.3817 0.0119 0.1250
-0.1653 -0.0707 0.2039
0.2800 0.2366 0.0040
0.0998 0.1726 0.1078
-0.4754 -0.1200 0.1298
0.3942 0.0323 -0.1030
0.4051 -0.0623 -0.4632
-0.1425 0.7475 -0.3097
0.5318 0.0333 0.9258
0.4504 0.3036 0.3931
-0.0734 -0.5298 0.4290
0.4652 -0.7452 1.0650
-1.4937 -0.0859 -0.2919
0.8089 0.5988 -0.0518
0.7917 -0.5034 0.3347
-0.2499 0.2539 0.3631
0.5670 -0.6199 -0.3505
-0.4165 0.3419 -0.0005

Results
SMILES = CCCC(C)C.O.O
E_HOMO = -10.7 eV
relative energy (zero: lowest compared OMol25 entry of this formula, charge and spin) = 0.596 eV
frontier orbital gap = 11.16 eV
2S+1 = 1
max |F| = 2.85 eV/A



This record from the Open Molecules 2025 dataset describes a molecular structure, C24H45AlCl3N3O4Si at a distorted geometry. The level of theory is ωB97M-V/def2-TZVPD.

Last column: Mulliken charge in e.
Cartesian coordinates (Å):
C 3.568 -1.950 -6.395  -1.63
C 2.882 -1.352 -7.582  0.77
H 2.957 -2.773 -5.992  0.21
H 3.741 -1.231 -5.590  0.16
H 4.542 -2.354 -6.691  0.51
C 2.802 -2.030 -8.737  -0.02
C 3.299 -3.443 -8.886  -1.44
H 2.419 -1.595 -9.650  0.55
H 2.747 -4.159 -8.236  0.22
H 4.381 -3.565 -8.637  0.32
H 3.167 -3.802 -9.931  0.36
Al 0.988 0.276 -2.626  -0.32
Cl 2.497 1.143 -3.904  -0.43
C -0.110 2.872 -2.913  -0.26
O -0.241 1.601 -2.709  0.27
N -1.197 3.640 -2.958  0.36
C -2.527 3.034 -2.987  -0.66
C -1.084 5.086 -3.142  -0.88
H 0.871 3.350 -3.052  0.53
H -2.654 2.326 -2.168  0.17
H -2.719 2.545 -3.953  0.19
H -3.238 3.857 -2.867  0.38
H -0.390 5.539 -2.415  0.34
H -2.083 5.508 -2.988  0.27
H -0.764 5.330 -4.165  0.35
H -2.801 2.155 2.165  0.29
H -1.184 0.792 4.625  0.32
C -2.650 1.074 2.029  -0.80
C -1.310 0.037 3.835  -0.91
N -1.351 0.644 2.509  0.22
H -2.787 0.837 0.965  0.17
C -0.222 1.161 1.948  -0.01
O -0.197 1.869 0.942  -0.60
H -0.473 -0.670 3.889  0.34
H 0.691 0.847 2.507  0.39
H -3.393 0.535 2.613  0.34
H -2.267 -0.478 3.970  0.29
H -0.226 -4.019 0.519  0.32
H -0.588 -3.555 -3.213  0.09
C -1.193 -3.851 0.027  -0.85
C -1.406 -3.618 -2.480  -0.54
N -1.016 -3.039 -1.186  0.22
H -1.864 -3.362 0.742  0.34
C -0.549 -1.808 -1.105  -0.33
O -0.243 -1.124 -2.157  -0.21
H -2.302 -3.117 -2.879  0.24
H -0.387 -1.396 -0.099  0.66
H -1.627 -4.809 -0.273  0.28
H -1.646 -4.672 -2.284  0.35
O 1.388 0.094 -6.277  -0.01
C 2.329 0.029 -7.351  -0.44
C 0.962 0.305 -9.518  0.16
C 1.791 0.836 -8.519  0.27
H 0.648 -0.744 -9.465  0.66
C 0.540 1.134 -10.576  -1.31
H 3.213 0.568 -6.973  0.40
C 2.201 2.162 -8.586  -0.19
H -0.123 0.708 -11.352  0.33
C 0.927 2.476 -10.611  -0.44
C 1.758 3.001 -9.610  -0.78
H 2.870 2.517 -7.801  0.33
H 0.570 3.097 -11.428  0.38
H 2.068 4.041 -9.612  0.40
Si -0.384 -0.313 -5.968  1.18
Cl 0.328 -2.021 -5.128  -0.53
C -1.292 -1.070 -7.415  -1.44
C -0.660 1.605 -6.017  -0.87
C -1.999 -0.489 -4.749  -1.35
H -1.162 -0.436 -8.288  0.38
H -2.363 -1.119 -7.180  0.35
H -0.928 -2.079 -7.635  0.29
H -2.238 -1.541 -4.472  0.10
H -2.913 -0.119 -5.267  0.45
H -1.927 0.018 -3.793  0.17
H -0.513 1.917 -7.061  0.41
H 0.101 2.135 -5.432  0.04
H -1.655 1.956 -5.725  0.23
Cl 2.396 -1.480 -0.319  -0.23
C 2.255 0.010 -1.171  -0.67
H 1.966 0.783 -0.461  0.37
H 3.234 0.217 -1.616  0.45

Cartesian forces, eV/Å:
-0.0100 -0.4735 0.2936
-0.5970 -0.3025 -0.8834
0.2907 0.2165 0.0079
-0.2281 0.0141 -0.1253
-0.0965 -0.0693 0.0477
0.4303 -0.1368 0.3585
0.3456 -0.8145 -0.3057
-0.0851 0.1047 0.2760
0.2909 0.4695 -0.2729
-0.6709 0.1553 -0.1138
0.1044 0.2418 0.6523
0.0355 -0.8641 -0.0125
-0.1651 0.2542 -0.1670
-1.4764 -0.9474 0.2476
0.0494 1.8735 -0.0344
1.4025 -0.8758 -0.0495
-0.4130 0.2166 -0.0613
0.1193 0.3490 -0.1648
-0.2748 -0.2722 0.1391
0.1228 -0.0107 -0.1520
0.2106 0.0099 0.3593
0.0293 -0.3122 0.0314
-0.2708 -0.2944 -0.3079
0.3666 0.0138 0.0085
-0.0645 -0.0771 0.2763
0.0465 -0.2252 -0.0547
-0.1342 -0.1973 -0.0925
-0.1696 0.1583 -0.2466
0.2466 0.0938 -0.1478
0.3055 0.2879 -0.1416
0.1301 0.0985 0.2611
-0.0929 0.1610 -0.4015
-0.0777 -0.7552 0.9403
-0.2891 0.0830 0.0866
-0.2307 0.1921 -0.3649
-0.1253 0.1202 -0.1809
0.4270 -0.0730 0.2050
-0.2419 -0.0295 -0.1945
-0.3637 0.1469 0.2815
0.0909 0.2260 0.1608
0.0839 -0.4345 -0.1909
-0.1831 0.5185 0.0575
0.0557 -0.0874 -0.1704
0.9809 0.6590 -1.6798
-0.6312 -0.5870 1.3777
0.4326 -0.0586 0.1288
-0.0790 -0.1283 -0.2815
0.1418 0.2680 0.2082
0.0927 0.3759 -0.2442
-0.6235 -0.5234 -0.9232
-0.6430 0.5154 0.7908
-0.1217 0.5586 -0.2124
0.4732 -0.7080 -0.3799
0.0667 0.6589 -0.0688
-0.1185 -0.4848 0.4126
-0.1206 0.2671 -0.0187
-0.2752 0.2699 -0.3255
0.4844 0.4004 0.4567
0.0413 -0.0570 0.1039
-0.1523 -0.5661 0.0286
-0.1767 0.0959 -0.2150
0.1244 0.0160 0.1591
-0.0751 -0.0632 -0.1624
-1.1728 2.3522 -0.8633
1.5964 -2.5969 1.7628
0.0539 0.1019 -0.6085
0.1761 0.2958 -0.2735
-0.4392 -0.6548 0.0566
-0.1612 -0.0671 -0.3168
0.2741 -0.0476 -0.1035
-0.0515 0.1652 -0.0906
0.2156 0.4339 -0.3338
0.5594 0.1425 0.1976
-0.0258 0.3964 0.3088
0.1243 0.0173 0.1154
-0.0393 -0.0621 -0.1087
-0.0551 -0.1586 0.0702
-0.0283 -1.6208 1.0127
0.1326 1.2575 -0.5726
0.4078 0.2458 0.3179
-0.3119 0.1380 0.4199

Results
E_HOMO = -7.0 eV
relative energy (zero: lowest compared OMol25 entry of this formula, charge and spin) = 3.700 eV
frontier orbital gap = 6.92 eV
2S+1 = 1
max |F| = 3.52 eV/A